No. 1
Computed, not measured: the molecule C3H2N2OS in a non-equilibrium geometry, with ωB97M-V/def2-TZVPD.

```
9
Properties=species:S:1:pos:R:3
S 0.0923 2.6155 0.7251
O -1.1345 3.1101 0.0901
N -1.2776 -0.4006 -0.8315
N 0.8783 0.0647 0.7917
C -0.4299 -1.2811 -0.6612
C 0.0579 0.9798 0.5522
C 0.7308 -1.0762 0.2596
H 1.4715 -1.7198 0.3558
H -0.3887 -2.2924 -1.2819
```

## Properties
E_HOMO (spin up / spin down): -9.20 / -9.26 eV
LUMO level (spin up / spin down): -1.87 / -1.84 eV
Multiplicity: 1

Here are the natural (NBO) charges for atoms 1 to 2, given in e: S 1.1473; O -0.8424


No. 2
Computed, not measured: the ion C3H2N3O2 with charge -1 in a non-equilibrium geometry, with ωB97M-V/def2-TZVPD.

```
10
Properties=species:S:1:pos:R:3
O 2.7771 -1.5450 2.3877
O -1.5610 -0.9289 2.4640
N 1.9963 -0.4976 0.5695
N -0.5225 -0.7804 1.7941
N 0.5915 -1.3532 2.3091
C 0.8243 -0.1518 0.0346
C -0.4034 -0.2763 0.5476
C 1.8242 -1.1836 1.7001
H 0.7520 0.2030 -0.9219
H -1.3046 0.0715 0.0327
```

## Properties
E_HOMO: -4.17 eV
LUMO level: 4.04 eV
Structure (SMILES): [O-]c1ncc[n+]([O-])n1
Total charge: -1
Multiplicity: 1

Here are the natural (NBO) charges for atoms 1 to 2, given in e: O -0.6989; O -0.5067


No. 3
Computed, not measured: the ion C3H2N3O3 with charge -1 in a non-equilibrium geometry, with ωB97M-V/def2-TZVPD.

```
11
Properties=species:S:1:pos:R:3
O -1.9378 -0.0708 -0.5982
O 2.8864 -1.0918 0.1255
O -1.8686 2.1096 0.2285
N 0.0608 1.0360 0.0029
N 2.0053 -0.1126 0.4869
N -1.9907 -2.2113 0.5473
C -1.1912 1.1779 -0.0853
C 1.0989 -0.0149 -0.4965
C -1.9839 -1.1684 0.0562
H 2.3097 -1.5478 -0.5213
H 0.6111 1.8942 0.2539
```

## Properties
E_HOMO: -4.46 eV
LUMO level: 3.78 eV
Total charge: -1
Multiplicity: 1

Here are the natural (NBO) charges for atoms 1 to 2, given in e: O -0.5514; O -0.5955


No. 4
Computed, not measured: the molecule C3H2N4O in a non-equilibrium geometry, with ωB97M-V/def2-TZVPD.

```
10
Properties=species:S:1:pos:R:3
O 0.6010 2.0896 0.3965
N -0.1268 -0.8562 1.2827
N -1.2656 0.7511 -0.2772
N 1.1444 -1.0886 -0.5915
N 0.9753 -1.1174 0.8337
C -1.3266 -0.3483 0.4758
C 0.1903 1.1235 -0.1542
C 0.8784 0.0728 -0.9795
H -2.3504 -0.9342 0.9343
H 1.2799 0.3076 -1.9206
```

## Properties
E_HOMO: -9.74 eV
LUMO level: -0.74 eV
Structure (SMILES): O=c1cnnncn1
Multiplicity: 1

Here are the natural (NBO) charges for atoms 1 to 2, given in e: O -0.4549; N -0.1996


No. 5
Computed, not measured: the molecule C3H2N4S in a non-equilibrium geometry, with ωB97M-V/def2-TZVPD.

```
10
Properties=species:S:1:pos:R:3
S 0.5994 1.2036 0.1574
N 2.1456 -2.3414 -0.0485
N -1.8739 0.1394 0.0733
N -2.1725 -0.6514 0.9568
N -1.1951 -1.5983 1.1567
C 1.1251 -1.8505 0.1228
C -0.5312 0.0942 -0.3729
C -0.1093 -1.1673 0.4282
H 1.5972 0.3703 0.0300
H -0.6139 -0.0439 -1.3949
```

## Properties
E_HOMO: -10.40 eV
LUMO level: -1.87 eV
Structure (SMILES): N#CC1=NN=N[C@H]1S
Multiplicity: 1

Here are the natural (NBO) charges for atoms 1 to 2, given in e: S 0.1473; N -0.2141


No. 6
Computed, not measured: the ion C3H2NO3 with charge -1 in a non-equilibrium geometry, with ωB97M-V/def2-TZVPD.

```
9
Properties=species:S:1:pos:R:3
O 1.8039 0.2920 -0.3280
O -0.3349 -1.0185 -1.8220
O 1.0329 2.2115 0.8130
N -2.0101 -0.5343 -0.3776
C 1.0646 1.0722 0.4529
C -0.7869 -0.6441 -0.7568
C 0.5683 -0.2374 0.3509
H -2.1291 -0.1609 0.5586
H 0.7914 -0.9804 1.1092
```

## Properties
E_HOMO: -4.19 eV
LUMO level: 3.99 eV
Structure (SMILES): [H]/N=C(/[O-])[C@H]1OC1=O
Total charge: -1
Multiplicity: 1

Here are the natural (NBO) charges for atoms 1 to 2, given in e: O -0.4905; O -0.7131


No. 7
Computed, not measured: the ion C3H2NOS2 with charge -1 in a non-equilibrium geometry, with ωB97M-V/def2-TZVPD.

```
9
Properties=species:S:1:pos:R:3
S -0.5984 -1.2492 -2.3012
S 1.1628 -0.5860 1.4877
O 2.2706 -3.0326 1.2363
N 0.9506 -2.3730 -0.5071
C 0.1353 -1.4111 -0.8861
C 1.5402 -2.2689 0.6594
C 0.0941 -0.2041 0.1123
H 0.5668 0.7622 -0.3895
H -0.8727 -0.0371 0.3453
```

## Properties
E_HOMO: -4.27 eV
LUMO level: 3.42 eV
Structure (SMILES): [O-]C1=NC(=S)CS1
Total charge: -1
Multiplicity: 1

Here are the natural (NBO) charges for atoms 1 to 2, given in e: S -0.2457; S -0.0228


No. 8
Computed, not measured: a cluster of 2 separate species, C3H2NOS2 in total in a non-equilibrium geometry, with ωB97M-V/def2-TZVPD.

```
9
Properties=species:S:1:pos:R:3
S -1.6546 0.1310 0.1099
S 2.5584 -0.5120 0.2230
O 0.0490 2.6899 -0.0263
N 0.1768 -1.6436 0.0773
C 0.9150 -0.4475 0.0946
C 0.0178 0.5354 -0.0831
C -1.0902 -1.4531 0.1021
H 0.7698 2.9178 -0.6709
H -1.7420 -2.2179 0.1733
```

## Properties
E_HOMO (spin up / spin down): -2.57 / -4.33 eV
LUMO level (spin up / spin down): 3.23 / 2.25 eV
Total charge: -1
<S²>: 2.0282
Multiplicity: 3

Here are the natural (NBO) charges for atoms 1 to 2, given in e: S 0.3424; S -0.0221


No. 9
Computed, not measured: the ion C3H2NS3 with charge -1 in a non-equilibrium geometry, with ωB97M-V/def2-TZVPD.

```
9
Properties=species:S:1:pos:R:3
S -1.3854 -2.7339 -0.6586
S -2.4179 -1.1737 -0.1973
S -0.0603 1.3862 -1.9950
N 0.9564 -0.0617 1.4125
C -0.1778 0.6055 -0.5001
C -1.3862 0.0804 -0.3033
C 0.9521 0.6755 0.4062
H 1.8396 -0.0486 2.1123
H 1.6794 1.2704 -0.2766
```

## Properties
E_HOMO: -3.56 eV
LUMO level: 3.31 eV
Total charge: -1
Multiplicity: 1

Here are the natural (NBO) charges for atoms 1 to 2, given in e: S -0.6131; S 0.4252


No. 10
Computed, not measured: the molecule C3H2O in a non-equilibrium geometry, with ωB97M-V/def2-TZVPD.

```
6
Properties=species:S:1:pos:R:3
O -0.7389 -1.0045 -1.6281
C 0.0288 -0.8296 -0.7475
C -0.2573 0.1184 0.3452
C -0.0752 1.1188 0.9971
H 0.1567 2.1061 1.5787
H 0.8860 -1.5093 -0.5454
```

## Properties
E_HOMO: -10.66 eV
LUMO level: 0.11 eV
Structure (SMILES): C#CC=O
Multiplicity: 1

Here are the natural (NBO) charges for atoms 1 to 2, given in e: O -0.4681; C 0.3747


No. 11
Computed, not measured: a structure of composition C3H2O2Pr in a non-equilibrium geometry, with ωB97M-V/def2-TZVPD.

```
8
Properties=species:S:1:pos:R:3
Pr 2.1102 1.6955 0.0875
O -0.6346 1.3703 0.0343
O 1.3788 -0.2657 2.5529
C -2.7154 2.0954 -0.0879
C 1.5646 -0.8966 3.4728
C -1.5916 2.1336 0.4528
H -3.6143 2.6774 -0.2202
H -1.3965 0.8803 -0.7725
```

## Properties
E_HOMO (spin up / spin down): -16.90 / -16.92 eV
LUMO level (spin up / spin down): -9.78 / -9.73 eV
Total charge: +2
<S²>: 3.7524
Multiplicity: 4

Here are the natural (NBO) charges for atoms 1 to 2, given in e: Pr 1.9609; O -0.8715


No. 12
Computed, not measured: the molecule C3H2O2S in a non-equilibrium geometry, with ωB97M-V/def2-TZVPD.

```
8
Properties=species:S:1:pos:R:3
S 2.1440 -1.6193 -0.7043
O 1.0141 0.5805 0.2225
O -0.2007 -1.1954 0.0418
C 1.0158 -0.6571 -0.1090
C -1.0935 -0.0789 0.0542
C -0.3870 1.1289 0.1797
H -0.3663 2.1544 0.4959
H -2.1264 -0.3130 -0.1808
```

## Properties
E_HOMO: -8.79 eV
LUMO level: 0.60 eV
Structure (SMILES): S=c1occo1
Multiplicity: 1

Here are the natural (NBO) charges for atoms 1 to 2, given in e: S -0.1057; O -0.4569


No. 13
Computed, not measured: the molecule C3H2O2S in a non-equilibrium geometry, with ωB97M-V/def2-TZVPD.

```
8
Properties=species:S:1:pos:R:3
S 1.8086 -1.4073 3.0528
O -0.6730 -0.5028 2.5932
O -1.4890 0.0238 1.4830
C -0.7219 0.1034 0.4361
C 0.5032 -0.8425 2.2410
C 0.5218 -0.3105 0.5120
H -1.2711 0.5847 -0.3189
H 1.3977 -0.2778 -0.0233
```

## Properties
E_HOMO: -8.92 eV
LUMO level: 0.21 eV
Structure (SMILES): S=c1ccoo1
Multiplicity: 1

Here are the natural (NBO) charges for atoms 1 to 2, given in e: S -0.0621; O -0.2099


No. 14
Computed, not measured: the molecule C3H2O2S, with ωB97M-V/def2-TZVPD.

```
8
Properties=species:S:1:pos:R:3
S 0.2460 -1.9955 -2.0388
O -0.8163 -0.8429 0.0954
O 0.8879 0.2268 -0.7390
C 0.4502 0.9270 0.3575
C 0.1014 -0.8715 -0.8887
C -0.5914 0.2813 0.8676
H -1.2550 0.4475 1.7193
H 0.9772 1.8274 0.6267
```

## Properties
E_HOMO: -8.93 eV
LUMO level: 0.76 eV
Structure (SMILES): S=c1occo1
Multiplicity: 1

Here are the natural (NBO) charges for atoms 1 to 2, given in e: S -0.0946; O -0.4323


No. 15
Computed, not measured: a cluster of 2 separate species, C3H2O2S in total in a non-equilibrium geometry, with ωB97M-V/def2-TZVPD.

```
8
Properties=species:S:1:pos:R:3
S 3.6548 0.0759 0.1052
O -1.7991 1.2615 0.4040
O -1.5021 -1.0759 0.2845
C 1.9764 0.2107 0.1633
C 0.7800 0.2903 -0.3221
C -1.2814 0.2070 0.1893
H 0.5377 0.5390 -1.4094
H -2.3664 -1.5085 0.5852
```

## Properties
E_HOMO: -8.45 eV
LUMO level: -1.27 eV
Multiplicity: 1

Here are the natural (NBO) charges for atoms 1 to 2, given in e: S 0.0360; O -0.5064


No. 16
Computed, not measured: a structure of composition C3H2O2Sc in a non-equilibrium geometry, with ωB97M-V/def2-TZVPD.

```
8
Properties=species:S:1:pos:R:3
Sc -2.0585 1.9517 1.8159
O 0.3018 -1.7977 -0.3908
O -0.7835 0.7389 0.8287
C -0.3108 0.4463 -0.2735
C 0.8503 -0.4454 -0.3836
C 0.9958 -1.5718 0.6622
H 1.6780 -0.2449 -1.0611
H -0.6731 0.9229 -1.1977
```

## Properties
E_HOMO (spin up / spin down): -23.17 / -26.73 eV
LUMO level (spin up / spin down): -18.05 / -15.80 eV
Total charge: +3
Multiplicity: 1

Here are the natural (NBO) charges for atoms 1 to 2, given in e: Sc 1.9524; O -0.2527


No. 17
Computed, not measured: a cluster of 2 separate species, C3H2O3 in total in a non-equilibrium geometry, with ωB97M-V/def2-TZVPD.

```
8
Properties=species:S:1:pos:R:3
O -0.9572 0.9034 -1.6259
O 0.6373 -1.5018 0.2463
O 0.9768 2.2238 0.7184
C -0.7744 0.0215 -0.8766
C -0.6051 -0.9904 -0.0349
C 1.0708 1.1024 0.6106
H 1.1550 -0.7231 0.5509
H -1.4636 -1.3226 0.5405
```

## Properties
E_HOMO: -8.88 eV
LUMO level: 0.31 eV
Multiplicity: 1

Here are the natural (NBO) charges for atoms 1 to 2, given in e: O -0.4493; O -0.6970


No. 18
Computed, not measured: the molecule C3H2O3 in a non-equilibrium geometry, with ωB97M-V/def2-TZVPD.

```
8
Properties=species:S:1:pos:R:3
O 0.5839 0.0109 -1.9014
O 2.1990 0.2447 0.7152
O -1.5242 -0.7002 0.6285
C -1.1949 0.1231 -0.1967
C 0.2234 0.0132 -0.7519
C 1.0759 -0.1437 0.5511
H -1.7871 1.0320 -0.3789
H 0.4241 -0.5799 1.3341
```

## Properties
E_HOMO: -9.77 eV
LUMO level: -1.53 eV
Structure (SMILES): O=CC(=O)C=O
Multiplicity: 1

Here are the natural (NBO) charges for atoms 1 to 2, given in e: O -0.4241; O -0.4357


No. 19
Computed, not measured: a cluster of 2 separate species, C3H2O3 in total in a non-equilibrium geometry, with ωB97M-V/def2-TZVPD.

```
8
Properties=species:S:1:pos:R:3
O 0.3004 0.3447 -1.1048
O 0.4874 -0.3059 1.7950
O 2.5008 0.5773 1.1253
C 1.4148 0.2127 1.4103
C -0.7223 -0.6850 -0.6541
C -1.1101 0.3781 -1.2292
H -2.0225 0.9672 -1.4005
H -0.8485 -1.4891 0.0580
```

## Properties
E_HOMO: -8.60 eV
LUMO level: 0.73 eV
Structure (SMILES): C1=CO1.O=C=O
Multiplicity: 1

Here are the natural (NBO) charges for atoms 1 to 2, given in e: O -0.5389; O -0.5193


No. 20
Computed, not measured: a cluster of 2 separate species, C3H2O3 in total in a non-equilibrium geometry, with ωB97M-V/def2-TZVPD.

```
8
Properties=species:S:1:pos:R:3
O 1.7384 1.8022 0.5425
O 0.2011 -1.5949 0.0805
O -0.9190 1.3168 -1.3827
C -0.8674 -0.7365 0.0400
C -0.8695 0.3571 -0.7105
C 1.4329 0.7254 0.3907
H -1.6826 -0.8587 0.7454
H 0.9661 -1.0114 0.2941
```

## Properties
E_HOMO: -8.85 eV
LUMO level: 0.28 eV
Multiplicity: 1

Here are the natural (NBO) charges for atoms 1 to 2, given in e: O -0.4489; O -0.6970


Energy relative to the best compared isomer or geometry (same formula, charge and spin) per entry: 5.126, 2.974, 1.437, 3.082, 2.573, 2.344, 0.426, 2.313, 2.839, 0.461, 0.925, 1.593, 4.208, 0.533, 3.808, 0.000, 2.085, 2.015, 3.781, 2.120 eV